# 1
Entry from the OMol25 dataset: a 2-piece molecular cluster, C9H12NO2S overall in a non-equilibrium geometry (wB97M-V/def2-TZVPD).

Results
net charge	+1
multiplicity	1
lowest unoccupied orbital energy (spin up / spin down)	-4.156 / -4.156	eV
energy relative to the best compared isomer or geometry (same formula, charge and spin)	2.891	eV
Kohn-Sham gap (spin up / spin down)	7.5 / 7.5	eV

XYZ file:
```
25
C9H12NO2S wB97M-V/def2-TZVPD
S 3.7575 0.9085 -0.3889
H -3.6442 0.6372 1.2765
H -3.3994 0.1283 -0.9693
C 0.9588 0.9213 -0.0709
H -2.8106 2.2431 0.7939
H -2.2508 0.9672 -2.0483
C -2.3660 0.3416 -1.1469
H -2.2013 1.4162 2.1158
O -1.0562 -1.4379 -0.1887
H 5.5491 -0.8946 -0.1885
H -1.0538 1.5236 -0.3242
H -0.8408 -0.3789 1.7498
O 0.4307 1.8831 -0.5125
H -1.9711 -1.7916 -1.9125
C 3.6921 -1.4403 0.6433
C -1.4823 -0.8929 -1.4214
H 1.4371 -1.4876 1.0163
C -2.6355 1.3067 1.1759
H -0.5106 -0.5926 -2.0307
C -0.9358 -0.3489 0.6406
C 2.3430 -1.0435 0.6405
H 4.1881 -2.3536 1.0318
N -1.7647 0.7514 0.1536
C 4.4906 -0.5537 -0.0637
C 2.0760 0.1878 0.0286
```

---

# 2
Entry from the OMol25 dataset: a 2-piece molecular cluster, C2H7N2O overall in a non-equilibrium geometry (wB97M-V/def2-TZVPD).

Results
net charge	+1
multiplicity	1
lowest unoccupied orbital energy	-9.169	eV
energy relative to the best compared isomer or geometry (same formula, charge and spin)	6.884	eV
Kohn-Sham gap	5.8	eV

XYZ file:
```
12
C2H7N2O wB97M-V/def2-TZVPD
N 1.1885 1.0099 -0.4549
H 1.8508 0.2642 -0.6369
H 1.6291 1.9036 -0.1984
H -2.1380 -1.4800 -0.2111
H -0.3267 1.4759 0.8487
C -0.4676 -0.6301 0.1768
H 1.0559 -0.5570 -2.7023
O 0.0874 -1.3534 -0.6599
H 0.9136 0.2316 1.5295
H -2.4132 -0.7503 1.1980
C 0.3813 0.6559 0.6861
N -1.7612 -0.7702 0.4245
```

---

# 3
Entry from the OMol25 dataset: one molecule with the formula C2H6N2O in a non-equilibrium geometry (wB97M-V/def2-TZVPD).

Results
multiplicity	1
structure (SMILES)	N/N=C\CO
lowest unoccupied orbital energy	0.468	eV
energy relative to the best compared isomer or geometry (same formula, charge and spin)	5.397	eV
Kohn-Sham gap	9.0	eV

XYZ file:
```
11
C2H6N2O wB97M-V/def2-TZVPD
C 0.8465 0.4678 0.3156
H 1.1304 -1.2153 -0.9153
O 1.7789 -0.5514 -0.3448
C -0.2794 0.9999 -0.2376
H 1.4974 1.2321 0.2361
N -1.2569 -0.8129 -0.0350
H -0.5976 -0.8456 0.6891
H -0.0772 1.9451 -0.6581
N -1.5112 0.3916 -0.2990
H -2.0259 -1.6180 0.0035
H 0.4951 0.0066 1.2455
```

---

# 4
Entry from the OMol25 dataset: one molecule with the formula C4H7NO2 (wB97M-V/def2-TZVPD).

Results
multiplicity	1
structure (SMILES)	[H]/N=C(\C)OCC=O
lowest unoccupied orbital energy	0.764	eV
energy relative to the best compared isomer or geometry (same formula, charge and spin)	1.864	eV
Kohn-Sham gap	10.8	eV

XYZ file:
```
14
C4H7NO2 wB97M-V/def2-TZVPD
O 2.3661 0.8206 -1.0644
O 0.0393 -0.9027 0.7682
C 1.4220 -0.6256 0.6277
H 1.1291 -0.7012 -1.5678
H -1.7232 -1.0503 -0.8752
H 1.9213 -1.5925 0.7573
H -1.2143 0.5525 -1.4271
C -1.6777 0.0040 -0.5968
H 1.7985 0.0935 1.3601
C 1.6727 -0.1250 -0.7855
C -0.8112 0.1688 0.6252
N -0.7669 1.1327 1.4382
H -2.6859 0.3957 -0.4486
H -1.4698 1.8294 1.1888
```